The following is a DFT calculation (ωB97M-V with the def2-TZVPD basis set) of C3H9N4 as an isolated structure at a distorted geometry.

Each line ends with the natural charge from an NBO analysis.
Atoms and positions in Å:
C 1.583499 -1.048646 -0.176797  0.08
C 0.096990 -1.493150 -0.227130  -0.48
C -0.715120 -0.175088 -0.186472  0.07
N 1.807310 0.041096 0.373425  -0.21
N 0.171101 0.835711 0.641839  -0.16
N -2.004142 -0.186626 0.519700  -0.78
N 0.383112 2.048507 -0.000536  -0.53
H 2.402592 -1.738717 -0.270476  0.26
H -0.195427 -1.968958 -1.181716  0.26
H -0.074041 -2.057168 0.664738  0.25
H -0.916857 0.066617 -1.224376  0.19
H -2.501236 -0.987253 0.069579  0.37
H -1.639624 -0.488382 1.393549  0.36
H 1.280816 2.459273 0.399670  0.46
H -0.324525 2.692665 0.209478  0.44
H 0.645555 2.000124 -1.004469  0.42

Cartesian forces (eV/Å) of the 3 atoms listed first:
-2.578 -0.955 0.940
0.658 1.542 -1.334
0.528 1.088 0.970

Values from the calculation:
net charge = +1
strongest force on any atom = 5.3 eV Å⁻¹
HOMO level = -14.25 eV
DFT total energy = -9206.869 eV
orbital gap = 10.49 eV
energy relative to the best compared isomer or geometry (same formula, charge and spin) = 109.60 kcal per mole
LUMO energy = -3.8 eV